{
  "formula": "C4H11NO",
  "method": "ωB97M-V/def2-TZVPD",
  "relative_energy_kj_mol": 165.86,
  "total_charge": 1,
  "multiplicity": 2,
  "e_tot_ev": -7854.6229,
  "symbols": ["C", "C", "C", "C", "N", "H", "H", "H", "H", "H", "H", "H", "H", "H", "H", "H", "O"],
  "coordinates": [[2.640, 1.304, 0.362], [1.303, 0.743, -0.260], [1.434, -0.773, -0.260], [0.403, -1.625, -0.573], [0.526, -2.978, -0.657], [2.567, 1.784, 1.351], [3.244, 0.419, 0.598], [3.172, 1.889, -0.364], [1.131, 0.959, -1.333], [0.412, 1.168, 0.197], [2.444, -1.213, -0.487], [-0.587, -1.410, -0.978], [1.462, -3.347, -0.459], [-0.141, -3.627, -0.241], [-6.778, 1.709, 0.533], [-6.467, 2.373, 1.729], [-6.764, 2.627, 0.841]],
  "forces_ev_per_a": [[-0.5, -1.0, 0.1], [1.2, -0.8, 0.8], [0.5, 1.1, -1.9], [-1.9, -2.8, -1.0], [2.0, 0.6, 1.5], [-0.5, 0.2, -0.7], [0.2, 0.3, -0.2], [0.2, 0.5, 0.0], [0.5, 0.2, 0.1], [-0.2, -0.4, 0.3], [-0.8, 0.5, 1.0], [-0.1, 1.1, 1.0], [-0.2, 0.2, -0.1], [-0.7, 0.4, -0.9], [-0.4, 0.3, -0.9], [-0.1, 1.0, 0.3], [0.4, -1.3, 0.6]],
  "nbo_charge": [-0.6051, -0.4834, 0.0312, 0.1011, -0.5975, 0.2471, 0.2021, 0.2401, 0.2788, 0.2650, 0.2329, 0.2438, 0.4025, 0.4415, 0.4564, 0.4582, -0.9146]
}


{
  "formula": "C7H12O",
  "method": "ωB97M-V/def2-TZVPD",
  "relative_energy_kj_mol": 652.58,
  "e_tot_ev": -9494.0551,
  "smiles": "C[C@@]12CC[C@H]1COC2",
  "symbols": ["C", "C", "C", "C", "C", "C", "O", "C", "H", "H", "H", "H", "H", "H", "H", "H", "H", "H", "H", "H"],
  "coordinates": [[-0.095, 1.367, 0.989], [0.118, 0.528, -0.309], [1.578, 0.252, -0.629], [1.605, -0.966, 0.124], [0.102, -1.086, -0.117], [-1.311, -1.281, 0.530], [-2.031, -0.465, -0.331], [-1.291, 0.767, -0.892], [0.215, 2.366, 0.311], [0.553, 1.231, 1.754], [-1.353, 1.693, 1.075], [2.228, 0.086, -1.713], [2.166, 1.111, -0.011], [2.259, -1.796, -0.262], [2.044, -0.995, 1.165], [0.202, -1.447, -1.159], [-1.615, -1.253, 1.703], [-1.802, -2.330, 0.128], [-2.010, 1.452, -0.360], [-1.563, 0.768, -1.995]],
  "forces_ev_per_a": [[-3.4, 4.3, -5.7], [-3.3, -2.2, 0.6], [5.2, 5.4, -1.8], [2.0, -4.5, 3.2], [-0.8, 1.6, 0.5], [-0.9, -4.1, -0.9], [-0.6, 1.8, -0.8], [-2.3, -1.9, -0.8], [-0.4, -1.6, 2.6], [1.6, -0.4, 2.8], [4.4, -1.5, 1.1], [-2.7, 1.0, 2.6], [-0.7, -1.7, -1.9], [-1.0, 0.5, -0.3], [-1.1, 0.9, -0.6], [-1.4, -0.2, 0.4], [1.4, 0.6, -2.6], [1.6, 1.8, 1.6], [1.6, 0.5, -1.3], [0.9, -0.2, 1.2]],
  "nbo_charge": [-0.5955, -0.1135, -0.4057, -0.4354, -0.2311, -0.0840, -0.5855, -0.0754, 0.2106, 0.2011, 0.2380, 0.2432, 0.2104, 0.2071, 0.2146, 0.2060, 0.1954, 0.1947, 0.2010, 0.2039]
}


{
  "formula": "C33H57FeNP2",
  "method": "ωB97M-V/def2-TZVPD",
  "relative_energy_kj_mol": 0.00,
  "total_charge": 1,
  "multiplicity": 6,
  "e_tot_ev": -89591.6416,
  "symbols": ["Fe", "C", "C", "C", "C", "C", "C", "H", "H", "H", "C", "H", "H", "H", "C", "H", "H", "H", "C", "H", "H", "H", "C", "H", "H", "H", "C", "C", "C", "C", "C", "C", "C", "C", "H", "H", "H", "H", "H", "H", "H", "H", "H", "H", "H", "H", "P", "C", "H", "H", "H", "C", "H", "H", "H", "C", "H", "H", "H", "P", "C", "H", "H", "H", "C", "H", "H", "H", "C", "H", "H", "H", "C", "N", "C", "C", "C", "C", "C", "C", "C", "C", "H", "H", "H", "H", "H", "H", "H", "H", "H", "H", "H", "H"],
  "coordinates": [[-0.267, -0.019, -0.808], [-1.813, 1.584, 0.003], [-2.280, 0.685, -1.019], [-1.949, -0.526, 0.930], [-1.727, 0.845, 1.215], [-2.357, -0.640, -0.444], [-1.758, 3.059, -0.138], [-1.416, 3.329, -1.141], [-1.090, 3.528, 0.593], [-2.751, 3.516, -0.011], [-1.602, 1.369, 2.591], [-1.440, 2.451, 2.615], [-0.760, 0.865, 3.096], [-2.503, 1.162, 3.194], [-2.027, -1.563, 1.992], [-2.998, -1.545, 2.523], [-1.249, -1.403, 2.757], [-1.910, -2.579, 1.594], [-3.013, -1.799, -1.088], [-4.108, -1.686, -1.096], [-2.784, -2.739, -0.579], [-2.687, -1.883, -2.131], [-2.699, 1.078, -2.371], [-3.697, 1.535, -2.343], [-2.716, 0.205, -3.023], [-1.994, 1.795, -2.807], [1.560, 0.465, -3.146], [0.518, 1.300, -3.333], [-0.108, 1.532, -4.667], [-1.007, 0.396, -5.228], [-1.066, -0.875, -4.439], [-0.006, -1.676, -4.279], [1.316, -1.400, -4.926], [2.189, -0.297, -4.274], [0.664, 1.744, -5.427], [-0.658, 0.181, -6.253], [-0.727, 2.443, -4.611], [2.495, 0.391, -5.084], [2.125, 0.455, -2.205], [0.218, 2.012, -2.555], [3.118, -0.773, -3.918], [1.897, -2.336, -4.931], [-0.114, -2.680, -3.869], [1.174, -1.137, -5.988], [-2.029, 0.789, -5.341], [-2.071, -1.237, -4.211], [1.683, 1.733, 0.412], [1.453, 2.534, 2.055], [2.354, 3.098, 2.338], [1.269, 1.775, 2.824], [0.602, 3.225, 2.046], [3.459, 1.278, 0.552], [4.054, 2.169, 0.797], [3.814, 0.859, -0.398], [3.617, 0.529, 1.337], [1.781, 3.208, -0.681], [2.055, 2.882, -1.692], [2.524, 3.926, -0.307], [0.801, 3.700, -0.741], [0.809, -2.338, -0.196], [-0.219, -3.548, -1.107], [0.401, -4.399, -1.424], [-0.647, -3.063, -1.993], [-1.038, -3.905, -0.468], [2.360, -2.360, -1.162], [2.116, -2.273, -2.229], [2.918, -3.288, -0.977], [2.975, -1.498, -0.871], [1.209, -3.306, 1.319], [1.215, -4.385, 1.103], [0.467, -3.119, 2.107], [2.193, -3.028, 1.719], [-2.970, -1.908, 5.885], [-1.592, -1.939, 5.427], [-0.883, -3.143, 5.808], [-0.868, -0.701, 5.653], [0.508, -0.742, 5.048], [1.644, -1.072, 5.832], [2.885, -1.239, 5.218], [3.004, -1.080, 3.831], [1.868, -0.709, 3.065], [0.690, -0.478, 3.721], [-3.407, -2.905, 5.739], [-3.520, -1.174, 5.280], [-3.067, -1.622, 6.951], [-0.074, -3.360, 5.097], [-0.439, -3.105, 6.822], [-1.598, -3.974, 5.774], [-1.466, 0.090, 5.184], [-0.800, -0.472, 6.736], [1.527, -1.209, 6.908], [3.757, -1.524, 5.815], [3.967, -1.225, 3.335], [1.935, -0.594, 1.980]],
  "forces_ev_per_a": [[0.7, 0.2, 1.4], [-0.7, -0.9, 0.2], [0.7, -0.5, 1.0], [-0.9, 0.6, -0.5], [0.1, -0.5, -0.9], [0.3, 1.1, 0.6], [0.0, 0.5, -0.1], [0.0, 0.1, 0.1], [-0.1, -0.1, -0.1], [0.2, -0.1, 0.0], [0.3, 0.2, 0.6], [0.0, -0.2, 0.0], [-0.3, 0.3, 0.0], [0.2, 0.0, -0.3], [0.1, -0.4, 0.3], [0.3, 0.1, -0.2], [-0.3, -0.2, -0.2], [0.0, 0.1, 0.1], [-0.2, -0.4, -0.4], [0.3, 0.0, 0.0], [-0.1, 0.2, -0.1], [-0.2, -0.2, 0.1], [-0.3, 0.2, -0.6], [0.1, 0.0, -0.2], [-0.2, 0.3, 0.1], [-0.3, 0.0, 0.0], [-0.1, 0.9, 0.0], [1.0, 0.1, 0.4], [-0.4, 0.5, -0.4], [-0.5, 0.2, -0.3], [0.1, -0.8, -0.6], [-0.6, -0.2, -0.6], [0.4, -0.3, -0.2], [0.6, -0.3, -0.1], [-0.1, -0.1, 0.5], [-0.1, -0.1, 0.3], [0.3, -0.3, 0.0], [-0.1, -0.1, 0.5], [-0.4, 0.1, -0.1], [0.1, -0.5, 0.1], [-0.3, 0.3, -0.1], [-0.2, 0.3, -0.1], [-0.2, 0.3, 0.1], [-0.1, -0.1, 0.4], [0.3, -0.2, 0.0], [0.4, 0.0, 0.3], [-0.1, 0.1, -0.1], [-0.1, 0.0, 0.2], [-0.2, -0.1, -0.2], [0.1, 0.3, -0.2], [0.2, -0.2, -0.1], [0.2, 0.0, -0.2], [-0.1, -0.2, -0.1], [0.0, 0.1, 0.2], [-0.1, 0.2, -0.2], [0.1, 0.0, 0.0], [0.1, 0.2, 0.2], [-0.2, -0.2, -0.1], [0.3, -0.1, 0.1], [-0.3, 0.1, -0.4], [0.0, -0.1, -0.1], [-0.2, 0.1, 0.1], [0.1, -0.2, 0.3], [0.3, 0.1, -0.2], [0.2, -0.2, 0.1], [0.1, 0.0, 0.2], [-0.1, 0.2, -0.2], [0.0, -0.3, -0.1], [0.0, 0.0, 0.3], [0.0, 0.3, -0.1], [0.2, 0.0, -0.2], [-0.3, 0.0, -0.1], [0.2, 0.2, 0.0], [0.0, -0.3, -0.4], [0.0, -0.2, 0.1], [-0.6, 0.0, 0.4], [0.1, 0.2, 1.0], [-0.3, 0.1, -0.7], [0.0, 0.0, -0.2], [-0.6, 0.2, -0.1], [0.9, 0.1, 0.0], [0.9, -1.0, 0.2], [0.0, 0.4, 0.0], [0.0, -0.2, 0.2], [0.0, -0.1, -0.2], [-0.1, 0.1, 0.2], [-0.2, 0.0, -0.1], [0.3, 0.1, 0.0], [0.2, 0.0, 0.2], [0.1, 0.0, -0.1], [0.0, 0.0, -0.3], [-0.3, 0.2, -0.2], [-0.3, 0.0, 0.1], [0.0, 0.0, 0.3]],
  "lowdin_charge": [0.6227, -0.2808, -0.3130, -0.2640, -0.2357, -0.3014, -0.0417, 0.0695, 0.0602, 0.1033, -0.0314, 0.0784, 0.0361, 0.1021, -0.0330, 0.1021, 0.0487, 0.0704, -0.0372, 0.1040, 0.0615, 0.0603, -0.0311, 0.1082, 0.0508, 0.0614, -0.1403, -0.1419, -0.1662, -0.1705, -0.1268, -0.1182, -0.1742, -0.1745, 0.1227, 0.1203, 0.1144, 0.1233, 0.0631, 0.0780, 0.1084, 0.1131, 0.0905, 0.1183, 0.1131, 0.0984, 0.8307, -0.2459, 0.0608, 0.0145, 0.0336, -0.2724, 0.0553, 0.0320, 0.0219, -0.2666, 0.0272, 0.0580, 0.0264, 0.8320, -0.2660, 0.0618, 0.0045, 0.0435, -0.2644, 0.0265, 0.0602, 0.0260, -0.2462, 0.0606, 0.0310, 0.0383, -0.0944, -0.2806, -0.0912, -0.1718, -0.2260, -0.0241, -0.0678, -0.0705, -0.1460, 0.0289, 0.0844, 0.0793, 0.0908, 0.0808, 0.0918, 0.0833, 0.1106, 0.1311, 0.1201, 0.1126, 0.1068, 0.0473]
}


{
  "formula": "C4H22O8",
  "method": "ωB97M-V/def2-TZVPD",
  "relative_energy_kj_mol": 101.14,
  "e_tot_ev": -20883.7672,
  "smiles": "OCCCCO.O.O.O.O.O.O",
  "symbols": ["O", "C", "C", "C", "C", "O", "H", "H", "H", "H", "H", "H", "H", "H", "H", "H", "O", "H", "H", "O", "H", "H", "O", "H", "H", "O", "H", "H", "O", "H", "H", "O", "H", "H"],
  "coordinates": [[-0.854, -0.400, -1.691], [-0.234, -1.690, -1.815], [1.281, -1.350, -1.590], [1.896, -2.189, -0.387], [1.882, -1.394, 0.921], [2.724, -0.287, 0.708], [-1.807, -0.394, -1.407], [-0.608, -2.278, -0.943], [-0.328, -1.961, -2.844], [1.209, -0.360, -1.109], [1.999, -1.452, -2.412], [2.893, -2.553, -0.680], [1.444, -3.164, -0.195], [2.184, -2.127, 1.689], [0.856, -1.057, 1.061], [3.636, -0.317, 1.011], [-2.360, -0.166, 1.979], [-2.483, 0.291, 2.813], [-1.602, 0.133, 1.454], [-3.246, -0.770, -0.794], [-3.325, 0.201, -0.662], [-3.375, -0.981, 0.146], [-3.519, 1.873, 0.362], [-2.866, 2.522, 0.081], [-3.306, 1.621, 1.269], [0.095, 2.338, -1.400], [0.661, 1.723, -1.861], [-0.377, 1.834, -0.721], [1.928, 2.986, 0.943], [1.492, 2.592, 0.169], [2.862, 2.758, 0.944], [0.059, 1.096, 1.574], [0.285, 2.031, 1.389], [0.905, 0.891, 1.997]],
  "forces_ev_per_a": [[-0.3, 0.9, -0.1], [1.0, 2.3, 1.3], [-0.2, -1.3, 2.6], [0.0, -0.5, -0.9], [0.8, -1.9, -1.4], [0.0, 1.6, 0.6], [1.1, -1.2, -0.4], [0.2, -0.4, -1.3], [-0.7, -1.3, -0.4], [0.6, 0.0, -1.0], [-0.7, 0.4, -0.2], [0.2, 0.7, 0.4], [-0.8, 0.1, -0.2], [0.0, 0.8, 0.3], [0.1, 0.2, 0.4], [-0.3, -0.8, 0.2], [-1.0, -0.8, -0.5], [0.8, 0.2, -0.1], [0.2, 0.4, 0.9], [-0.7, 0.9, 0.9], [-0.4, -0.1, -0.4], [0.2, -0.6, -0.1], [-0.1, 0.1, -0.3], [0.0, 0.1, 0.1], [0.1, -0.1, -0.2], [0.0, 0.9, 0.8], [-0.2, -0.6, -0.2], [0.2, -0.5, -0.6], [-0.2, 0.3, 0.2], [0.6, 0.2, -0.4], [-0.2, -0.2, -0.3], [0.4, 1.0, 0.1], [-0.5, -0.4, 0.2], [-0.1, -0.6, -0.1]],
  "nbo_charge": [-0.8155, -0.0736, -0.4374, -0.4139, -0.0832, -0.7636, 0.4999, 0.1756, 0.1826, 0.2230, 0.2106, 0.1968, 0.1964, 0.1737, 0.1879, 0.4860, -0.9983, 0.4820, 0.5160, -0.9563, 0.4969, 0.4949, -0.9591, 0.4788, 0.4885, -0.9563, 0.4888, 0.4812, -0.9810, 0.4942, 0.4836, -0.9891, 0.4936, 0.4960]
}